Record 1
The following is a DFT calculation (ωB97M-V/def2-TZVPD) of 10 unconnected molecules or ions with the total composition C32H53N6O4S3 at a distorted geometry.

Atoms and positions in Å:
C (-1.351, 0.293, 1.360)
C (-0.956, 0.190, -0.136)
O (0.271, 0.727, -0.494)
H (-1.750, -0.648, 1.739)
H (-2.196, 0.983, 1.329)
H (-0.488, 0.611, 1.942)
H (-1.804, 0.563, -0.740)
H (-0.868, -0.880, -0.418)
C (0.226, -3.868, -0.448)
S (1.782, -3.774, -1.341)
O (1.989, -5.192, -1.838)
C (1.098, -2.767, -2.703)
H (0.325, -4.359, 0.523)
H (-0.478, -4.532, -0.950)
H (-0.187, -2.872, -0.287)
H (1.889, -2.223, -3.217)
H (0.379, -2.039, -2.329)
H (0.642, -3.453, -3.418)
C (1.168, -1.264, 4.207)
S (0.520, -2.465, 3.059)
O (-0.484, -3.256, 3.874)
C (2.037, -3.436, 3.007)
H (1.963, -0.655, 3.770)
H (1.574, -1.665, 5.134)
H (0.318, -0.597, 4.361)
H (1.918, -4.264, 2.305)
H (2.294, -3.756, 4.011)
H (2.765, -2.807, 2.483)
C (-3.118, -2.936, -1.001)
S (-3.822, -3.856, -2.415)
O (-5.092, -4.502, -1.904)
C (-2.592, -5.178, -2.589)
H (-2.297, -2.333, -1.395)
H (-2.921, -3.438, -0.056)
H (-3.866, -2.177, -0.765)
H (-1.705, -4.676, -2.993)
H (-2.958, -5.767, -3.427)
H (-2.350, -5.669, -1.654)
N (-4.531, -0.952, 1.952)
C (-4.006, -1.286, 3.179)
C (-4.506, -2.533, 3.465)
C (-5.314, -2.996, 2.393)
C (-5.328, -1.953, 1.500)
H (-4.461, -0.097, 1.431)
H (-3.152, -0.826, 3.642)
H (-4.256, -3.192, 4.284)
H (-5.718, -3.990, 2.330)
H (-5.906, -1.908, 0.588)
N (-0.298, 0.887, -3.912)
C (-1.151, 1.206, -4.966)
C (-0.428, 1.192, -6.124)
C (0.894, 0.813, -5.796)
C (0.943, 0.692, -4.441)
H (-0.581, 0.732, -2.958)
H (-2.169, 1.366, -4.646)
H (-0.759, 1.461, -7.114)
H (1.797, 0.796, -6.387)
H (1.750, 0.448, -3.767)
N (2.844, -0.381, 0.206)
C (3.623, -0.447, 1.342)
C (4.745, -1.160, 1.009)
C (4.732, -1.466, -0.373)
C (3.488, -0.992, -0.810)
H (2.005, 0.195, 0.085)
H (3.231, -0.099, 2.282)
H (5.581, -1.289, 1.683)
H (5.524, -1.834, -0.999)
H (3.154, -0.817, -1.821)
N (2.228, 2.572, -1.802)
C (1.532, 3.718, -2.145)
C (2.413, 4.630, -2.671)
C (3.706, 4.046, -2.569)
C (3.539, 2.764, -2.119)
H (1.754, 1.795, -1.371)
H (0.476, 3.765, -1.937)
H (2.128, 5.604, -3.029)
H (4.578, 4.545, -2.961)
H (4.259, 1.989, -1.906)
N (1.609, 2.416, 1.627)
C (1.485, 2.341, 2.990)
C (2.111, 3.421, 3.575)
C (2.550, 4.244, 2.510)
C (2.249, 3.592, 1.347)
H (1.234, 1.788, 0.913)
H (0.925, 1.482, 3.336)
H (2.206, 3.535, 4.642)
H (2.805, 5.291, 2.557)
H (2.291, 3.946, 0.327)
N (-1.083, 4.163, 1.621)
C (-2.173, 3.991, 0.821)
C (-3.009, 5.073, 0.913)
C (-2.431, 5.910, 1.906)
C (-1.248, 5.351, 2.294)
H (-0.355, 3.468, 1.679)
H (-2.248, 3.169, 0.125)
H (-3.874, 5.132, 0.274)
H (-2.731, 6.909, 2.187)
H (-0.546, 5.717, 3.024)

Properties
* max |F|: 1.9 eV Å⁻¹
* total charge: -1
* Kohn-Sham gap: 0.3007 Ha
* LUMO level: 2.3 eV


Record 2
The following is a DFT calculation (ωB97M-V/def2-TZVPD) of 2 unconnected molecules or ions with the total composition C32H54BrClIN5O7P2S at a distorted geometry.

Atoms and positions in Å:
C (4.629, -1.418, 2.193)
C (5.987, -0.742, 1.997)
N (6.341, -0.396, 0.600)
C (5.266, -0.237, -0.318)
C (4.921, -1.288, -1.176)
C (5.601, -2.626, -1.154)
O (6.332, -2.956, -2.337)
O (6.842, -1.780, -2.939)
C (3.890, -1.079, -2.085)
C (3.168, 0.107, -2.169)
C (3.526, 1.161, -1.314)
C (2.768, 2.460, -1.460)
C (3.669, 3.662, -1.816)
O (4.816, 3.159, -2.473)
C (5.529, 4.131, -3.205)
C (5.805, 5.457, -2.484)
C (4.556, 0.975, -0.380)
P (5.178, 2.149, 0.904)
O (6.058, 3.276, 0.086)
Br (3.415, 3.308, 1.676)
N (2.104, 0.298, -3.103)
C (1.275, -0.839, -3.314)
C (-0.099, -0.619, -3.470)
O (-0.574, 0.654, -3.405)
C (-0.928, 1.095, -2.076)
C (-2.412, 1.463, -1.907)
C (-3.058, 0.520, -0.865)
C (-2.573, 2.909, -1.408)
C (-4.044, 3.262, -1.094)
C (-4.359, 3.218, 0.430)
C (-4.398, 4.669, -1.596)
C (-0.940, -1.703, -3.720)
I (-2.998, -1.426, -4.064)
C (-0.435, -3.007, -3.798)
Cl (-1.449, -4.370, -4.094)
C (0.931, -3.229, -3.628)
O (1.448, -4.497, -3.695)
C (1.749, -2.135, -3.399)
S (3.494, -2.414, -3.203)
H (4.590, -1.793, 3.215)
H (3.844, -0.671, 2.094)
H (4.492, -2.232, 1.486)
H (6.798, -1.366, 2.373)
H (6.007, 0.171, 2.592)
H (7.017, -1.043, 0.232)
H (4.824, -3.385, -1.043)
H (6.254, -2.744, -0.290)
H (6.348, -1.704, -3.767)
H (2.142, 2.655, -0.593)
H (2.095, 2.370, -2.303)
H (3.895, 4.276, -0.946)
H (3.121, 4.261, -2.552)
H (5.071, 4.333, -4.181)
H (6.495, 3.679, -3.423)
H (5.687, 5.395, -1.406)
H (5.180, 6.274, -2.839)
H (6.842, 5.740, -2.663)
H (6.945, 3.167, 0.448)
H (2.450, 0.588, -4.015)
H (-0.666, 0.341, -1.337)
H (-0.356, 2.008, -1.908)
H (-2.944, 1.402, -2.854)
H (-2.644, -0.482, -0.944)
H (-4.130, 0.435, -1.050)
H (-2.952, 0.939, 0.133)
H (-1.985, 3.065, -0.503)
H (-2.261, 3.596, -2.199)
H (-4.732, 2.580, -1.595)
H (-3.508, 2.914, 1.031)
H (-4.722, 4.194, 0.748)
H (-5.187, 2.535, 0.619)
H (-3.738, 5.409, -1.143)
H (-5.402, 4.904, -1.237)
H (-4.441, 4.741, -2.682)
H (1.136, -4.979, -2.921)
C (-6.799, -2.216, 3.751)
N (-5.732, -1.552, 3.031)
C (-6.212, -1.160, 1.708)
P (-4.067, -2.041, 3.067)
O (-3.541, -0.680, 2.658)
N (-3.486, -2.058, 4.707)
C (-4.253, -1.377, 5.738)
C (-2.076, -1.696, 4.810)
N (-4.548, -3.748, 3.098)
C (-4.106, -4.656, 4.156)
C (-4.283, -4.393, 1.790)
H (-7.150, -3.133, 3.254)
H (-7.651, -1.537, 3.833)
H (-6.515, -2.482, 4.765)
H (-6.415, -2.034, 1.070)
H (-5.480, -0.531, 1.202)
H (-7.134, -0.582, 1.792)
H (-4.560, -0.365, 5.445)
H (-3.660, -1.307, 6.652)
H (-5.140, -1.948, 6.017)
H (-1.919, -0.612, 4.769)
H (-1.498, -2.145, 3.999)
H (-1.665, -2.072, 5.750)
H (-3.020, -4.728, 4.244)
H (-4.496, -5.654, 3.935)
H (-4.523, -4.366, 5.116)
H (-3.212, -4.539, 1.616)
H (-4.671, -3.772, 0.977)
H (-4.782, -5.360, 1.728)

Properties
* max |F|: 6.9 eV Å⁻¹
* SMILES string: CCNc1c(COO)c2c(c(CCOCC)c1P(O)Br)Nc1c(OC[C@@H](C)CC(C)C)c(I)c(Cl)c(O)c1S2.CN(C)P(=O)(N(C)C)N(C)C
* Kohn-Sham gap: 0.2920 Ha
* LUMO level: -0.2 eV


no.,total energy (eV),molecular weight (g mol⁻¹)
1,-83677.138,682.02
2,-175916.651,957.09